Density functional theory data (ωB97M-V/def2-TZVPD) for a cluster of 5 separate species, C35H59BrF14NO22P3S in total at a distorted geometry.

* SMILES: CCCCN[C@@](CCOCC(F)(F)C(F)(F)C(F)(F)C(F)F)(O[C@@](CC(=O)Br)(PP(=O)(O)O)C(F)(F)C(F)(F)F)[C@@H](O[C@H](F)CCOCC)P(O)(O)=S.COC(=O)OC.COC(=O)OC.COC(=O)OC.COC(=O)OC
* orbital gap: 8.77 eV
* E_HOMO: -9.28 eV

Atoms and positions in Å:
Br1 -7.4544 -4.8742 -1.2710
S1 -1.3068 1.5434 -1.5086
P1 -1.9324 -6.0167 0.1462
P2 -2.1143 -3.8613 0.2038
P3 -1.8914 -0.2984 -1.0941
F1 -6.1006 -2.3688 2.6024
F2 -2.8925 -4.0592 5.4209
F3 -0.2208 -3.7778 6.0898
F4 1.6042 -1.2316 1.2321
F5 0.2266 -7.1839 8.2726
F6 0.1899 -5.4052 9.7036
F7 -1.5343 -6.2282 6.6936
F8 -3.6503 -3.3858 7.4610
F9 -7.1082 -4.2839 1.9540
F10 -5.0025 -5.4526 1.0261
F11 -3.6577 -4.6884 2.6470
F12 -5.7936 -4.2676 3.7705
F13 -2.1797 -5.4710 8.7398
F14 -0.7270 -2.9335 8.2097
O1 1.6143 0.0436 -5.7166
O2 3.0824 0.8744 2.7693
O3 -0.6413 -1.2955 -1.7560
O4 5.9771 4.6859 -2.1611
O5 -0.6419 -0.1896 -5.5802
O6 5.3861 3.9215 -0.1050
O7 7.2174 5.2187 -0.4580
O8 -1.7487 -6.7502 1.6966
O9 -0.6859 -1.1008 1.2091
O10 -2.0943 -1.9785 -10.4031
O11 11.6445 9.5241 1.4815
O12 10.3342 10.7073 0.0517
O13 -6.7617 -2.2403 -0.5889
O14 -0.2049 -2.4508 -11.5840
O15 10.1890 8.4511 0.2751
O16 -3.3735 -0.4738 -1.8866
O17 -2.1312 -2.6872 -12.5623
O18 -4.0729 -1.8851 0.6593
O19 -1.6344 -1.3998 5.0486
O20 -0.4195 -6.3256 -0.6325
O21 -2.9710 -6.7658 -0.6865
O22 0.3933 0.7617 -7.3651
N1 -4.0339 0.0678 1.9615
C1 -1.1724 -3.7647 7.1607
C2 4.8399 4.0160 -2.7032
C3 0.4891 -0.3097 1.0508
C4 4.6493 -1.0145 2.0801
C5 10.6864 9.6678 0.5513
C6 -3.9282 -3.2869 0.5657
C7 -3.2076 -1.1051 1.4697
C8 -4.5977 -4.2224 1.6562
C9 9.1527 8.4513 -0.7061
C10 -5.8864 -3.7341 2.4426
C11 2.1524 1.5782 1.9162
C12 -1.2317 -5.2905 7.7053
C13 0.5651 -2.1075 -10.4345
C14 0.7133 0.8443 2.1306
C15 -2.7262 -1.7598 2.8790
C16 1.7197 -0.5754 -4.4366
C17 7.4943 5.1561 0.9407
C18 0.3531 0.1688 -6.1615
C19 -6.2334 -3.3326 -0.8533
C20 4.3338 0.5837 2.1052
C21 -5.9532 2.0643 2.9449
C22 0.2009 -5.7542 8.3303
C23 -2.2538 -0.6677 3.9611
C24 -1.9027 -0.4491 0.7895
C25 -0.8876 0.9601 -7.9632
C26 6.1183 4.5447 -0.8334
C27 -2.5533 -3.2564 6.5379
C28 -4.8337 0.6992 0.8912
C29 -2.5537 -1.7014 6.1076
C30 -3.5555 -2.6127 -12.5278
C31 -5.5321 2.0843 1.4060
C32 -1.5337 -2.3354 -11.4127
C33 -4.6730 -3.6501 -0.8575
C34 12.2659 10.7465 1.8744
C35 -6.0887 3.6292 3.3931
H1 -1.3859 0.0029 -8.1328
H2 -2.2361 -1.1144 7.0450
H3 -5.1876 1.6153 3.6565
H4 4.8270 4.1987 -3.7780
H5 8.8266 7.4205 -0.8499
H6 -3.9589 -3.2942 -11.7757
H7 0.4023 -1.0630 -10.1597
H8 13.0197 10.5102 2.6259
H9 -6.6006 3.7592 4.4002
H10 0.3250 -2.7687 -9.5990
H11 -4.9999 3.9888 3.5408
H12 -1.0479 -1.8046 -2.4953
H13 3.9176 4.4132 -2.2738
H14 4.9113 2.9390 -2.5363
H15 1.3223 -1.5925 -4.4669
H16 0.6574 0.1479 0.0233
H17 -0.1108 1.6360 1.9835
H18 4.4514 1.0460 1.0719
H19 7.6717 4.1248 1.2530
H20 0.6220 0.4938 3.2173
H21 0.3040 -6.3173 0.0332
H22 -4.2073 -2.8933 -1.5990
H23 2.3751 1.4956 0.8008
H24 1.2045 0.0185 -3.6779
H25 2.7771 -0.6266 -4.1751
H26 -2.0017 -2.6243 2.7645
H27 -4.1114 1.0576 0.0673
H28 -6.4213 2.3632 0.7269
H29 -5.7018 0.0755 0.4819
H30 -1.4852 0.0750 3.5748
H31 11.5348 11.4250 2.3193
H32 4.6715 -1.3721 0.9894
H33 5.6177 -1.2647 2.6428
H34 8.4001 5.7337 1.1288
H35 -1.5057 1.6136 -7.3437
H36 1.6182 -2.2380 -10.6846
H37 -1.9360 -3.4512 -1.1770
H38 -3.1270 -0.0314 4.3689
H39 -4.6429 -0.3071 2.7003
H40 -4.3809 -4.6718 -1.2602
H41 3.7976 -1.5736 2.5957
H42 1.0446 -5.2789 7.7361
H43 -6.9960 1.6151 3.1444
H44 -3.6917 -2.2209 3.3232
H45 -1.2762 -6.0799 2.2577
H46 8.2979 9.0384 -0.3635
H47 -6.5205 4.2576 2.5488
H48 -3.9285 -2.9180 -13.5057
H49 -4.7582 2.9121 1.2715
H50 -3.7523 0.3946 -2.1487
H51 -3.6413 -1.4327 5.9049
H52 12.7621 11.2176 1.0232
H53 -1.8387 0.6296 1.1967
H54 5.1752 1.0379 2.7533
H55 -0.7362 1.4440 -8.9286
H56 -3.8834 -1.5887 -12.3368
H57 9.5248 8.8309 -1.6601
H58 2.0275 2.6644 2.2751
H59 6.6780 5.5990 1.5153

---

Density functional theory data (ωB97M-V/def2-TZVPD) for a structure of composition C35H59N9OPRuSSi2 at a distorted geometry.

* relative energy (zero: lowest compared OMol25 entry of this formula, charge and spin): 0.750 eV
* spin multiplicity: 5
* charge: -1
* orbital gap (alpha / beta): 6.36 / 5.90 eV
* E_HOMO (alpha / beta): -3.78 / -4.37 eV

Atoms and positions in Å:
Ru1 0.9814 1.0439 0.6783
S1 1.4930 2.8536 -1.3636
P1 -1.3989 -0.6728 -1.0313
Si1 1.8088 -2.1985 1.2423
Si2 3.6532 3.1168 1.5980
O1 1.2280 1.1702 2.9681
N1 -2.3276 -1.8833 -0.3144
N2 2.0605 -0.7005 0.3829
N3 3.0538 1.6970 0.7688
N4 -2.6555 0.1188 -1.8466
N5 -0.6809 4.1836 -2.1558
N6 -0.2846 2.7042 1.0396
N7 -0.6839 0.2151 -0.0007
N8 -0.7921 3.4660 -0.0146
N9 -0.4995 -1.3610 -2.2849
C1 3.4328 -2.8424 1.9528
C2 2.2683 4.1926 2.2277
C3 -2.2258 -2.1535 1.1168
C4 0.7339 -1.9236 2.7506
C5 1.1587 -3.5851 0.1402
C6 -1.8643 2.5152 4.3383
C7 -0.0869 3.5102 -1.0935
C8 4.6742 2.4442 3.0199
C9 -3.1464 -2.8430 -1.0366
C10 0.2343 0.8731 5.0784
C11 -5.0209 0.3228 -2.9593
C12 -1.0399 -2.4442 -3.1208
C13 3.8442 0.8390 0.0958
C14 1.2605 -2.5613 -4.0703
C15 3.3080 -0.4769 -0.1148
C16 -0.2263 -2.6285 -4.3976
C17 -3.5596 0.8873 -0.9838
C18 0.2496 1.4132 3.7559
C19 -5.0129 0.7483 -1.4866
C20 -0.7679 1.1588 5.9696
C21 -4.5269 -3.0144 -0.4047
C22 -0.8553 2.2454 3.3929
C23 4.1074 -1.4483 -0.7575
C24 -4.4223 -3.3352 1.0836
C25 -1.8398 1.9946 5.6089
C26 -3.6019 -2.2429 1.7641
C27 -1.0049 2.8445 2.0950
C28 -2.5286 0.7219 -3.1659
C29 0.4076 -0.4281 -2.9917
C30 -3.9325 1.0944 -3.7059
C31 4.7053 4.2940 0.5628
C32 5.8931 0.1522 -1.0241
C33 5.1511 1.1171 -0.3867
C34 1.6137 -1.1381 -3.6126
C35 5.3702 -1.1400 -1.2123
H1 -1.6988 -3.1025 1.2913
H2 3.6893 -2.4336 -0.9340
H3 4.1589 -3.1086 1.1796
H4 1.8641 -2.8483 -4.9339
H5 4.2459 4.4340 -0.4237
H6 -5.5279 1.7076 -1.3820
H7 0.7703 -4.4119 0.7501
H8 1.6114 4.4846 1.4011
H9 -5.5628 0.0211 -0.8834
H10 6.8847 0.3915 -1.3917
H11 0.1081 -1.0460 2.6204
H12 -0.4761 -1.8517 -5.1276
H13 -0.7372 0.7341 6.9665
H14 -1.8948 1.6193 -3.1461
H15 -0.0317 4.5581 -2.8220
H16 -4.8166 -0.7480 -3.0336
H17 2.6801 5.1038 2.6792
H18 5.1041 3.2386 3.6422
H19 -0.1211 0.1220 -3.7764
H20 4.7478 5.2692 1.0604
H21 0.7494 0.3061 -2.2829
H22 -2.6290 2.2210 6.3142
H23 -3.2570 1.9434 -0.9743
H24 -0.9888 -3.3801 -2.5547
H25 -1.4424 4.7900 -1.8869
H26 -4.1116 2.1656 -3.5711
H27 -0.4999 -3.5894 -4.8379
H28 1.9433 -0.5379 -4.4657
H29 -4.1138 -1.2801 1.6526
H30 -5.0856 -2.0794 -0.5289
H31 -5.4182 -3.4214 1.5283
H32 -2.0898 -2.2848 -3.3864
H33 5.7373 3.9541 0.4140
H34 3.8947 -2.0897 2.6038
H35 3.2309 -3.7391 2.5542
H36 -1.6491 -1.3558 1.5558
H37 5.5601 2.1113 -0.2610
H38 2.4404 -1.1645 -2.9067
H39 -3.4860 -2.4399 2.8332
H40 -2.0622 0.0028 -3.8355
H41 -2.6474 -3.8243 -1.0695
H42 -3.9165 -4.3000 1.2156
H43 1.4740 -3.2780 -3.2678
H44 5.9531 -1.8909 -1.7350
H45 1.3745 -1.7326 3.6168
H46 -6.0020 0.5064 -3.4024
H47 -2.6844 3.1609 4.0325
H48 1.9661 -3.9848 -0.4866
H49 0.0938 -2.7819 2.9740
H50 5.4887 1.8132 2.6431
H51 1.6647 3.6702 2.9753
H52 -3.9765 0.8909 -4.7774
H53 -5.0674 -3.7998 -0.9404
H54 -3.4576 0.5296 0.0388
H55 -1.8533 3.5093 1.9711
H56 0.3592 -3.2254 -0.5211
H57 1.0664 0.2332 5.3538
H58 4.0210 1.8202 3.6419
H59 -3.2823 -2.4984 -2.0577

---

Question: Number 1 is which compound?
Answer: C35H59BrF14NO22P3S